[1]
75
Properties=species:S:1:pos:R:3:mulliken_charge:R:1 method="wB97M-V/def2-TZVPD" lumo_energy_ev="-2.954 / -3.035" largest_force_ev_per_a=2.3 total_charge=+1 relative_energy_kj_mol=109.6 molar_mass_g_mol=583.5 total_energy_ha=-1918.52589
Rh 0.1961 -0.1222 -1.3579 -0.275
C -1.9444 1.9111 -3.7273 -1.739
C -1.1768 0.6327 -3.5042 1.392
C 0.2278 0.6293 -3.4966 -1.205
C 0.9571 -0.5754 -3.4137 0.321
C 2.4267 -0.6008 -3.7180 -1.795
C 0.2469 -1.7829 -3.2090 -0.394
C -1.1289 -1.8051 -3.1935 1.412
C -1.8796 -3.1045 -3.0539 -1.706
C -1.8224 -0.5813 -3.3540 -0.964
H -2.2048 2.0160 -4.7824 0.362
H -1.3559 2.7824 -3.4421 0.428
H -2.8751 1.9230 -3.1583 0.330
H 0.7548 1.5544 -3.6918 0.464
H 2.5769 -0.8933 -4.7590 0.482
H 2.9535 -1.3224 -3.0925 0.404
H 2.8709 0.3854 -3.5813 0.319
H 0.8022 -2.7103 -3.1250 0.486
H -1.9668 -3.5977 -4.0241 0.383
H -2.8903 -2.9464 -2.6771 0.320
H -1.3629 -3.7891 -2.3821 0.415
H -2.9089 -0.5958 -3.3630 0.420
O -3.2739 -1.2792 3.6119 -0.449
C -2.1111 -0.6528 3.9202 1.382
C -1.7730 -0.4484 5.2623 -0.908
C -0.6099 0.1993 5.6014 -0.668
C 0.2526 0.6669 4.6190 -1.008
C -0.0839 0.4565 3.3008 -0.698
C -1.2510 -0.2037 2.9307 0.166
C -1.4738 -0.3530 1.4443 0.539
O -2.5606 -1.0066 1.1429 -0.416
O -0.6849 0.1221 0.6429 -0.703
H -3.7192 -1.5378 4.4271 0.329
H -2.4499 -0.8012 6.0331 0.324
H -0.3722 0.3448 6.6485 0.400
H 1.1671 1.1819 4.8796 0.455
H 0.5737 0.7989 2.5124 0.680
C 4.7747 1.7437 -1.0020 -1.004
C 4.7292 0.3114 -1.4796 -0.152
O 3.8029 -0.5444 -0.7545 -0.407
P 2.3118 -0.1982 -0.3266 1.607
O 2.0139 -1.5701 0.4391 -0.332
C 2.4906 -1.9429 1.7596 -0.044
C 3.9974 -1.9314 1.8979 -1.132
O 2.4804 0.8666 0.8665 -0.023
C 1.8222 2.1632 0.7908 -0.160
C 2.5133 3.0916 1.7527 -1.537
H 5.5470 2.2725 -1.5617 0.519
H 5.0121 1.7994 0.0597 0.235
H 3.8293 2.2653 -1.1713 0.185
H 5.6926 -0.1707 -1.3416 0.424
H 4.4805 0.2585 -2.5371 0.079
H 2.0976 -2.9447 1.9110 0.416
H 2.0230 -1.2803 2.4849 0.055
H 4.4668 -2.5602 1.1420 0.275
H 4.2613 -2.3189 2.8841 0.473
H 4.4018 -0.9235 1.8106 0.209
H 0.7699 2.0369 1.0394 0.294
H 1.8733 2.5349 -0.2333 0.411
H 2.5264 2.6640 2.7571 0.214
H 1.9812 4.0431 1.7925 0.411
H 3.5432 3.2830 1.4503 0.335
C -3.7984 1.4933 0.3271 -1.517
C -4.3012 0.1195 -0.1170 0.658
C -5.4457 -0.3663 0.7709 -1.405
C -3.1712 -0.8861 -0.1680 0.297
H -4.5623 2.2540 0.1637 0.501
H -2.8998 1.7979 -0.2179 0.242
H -3.5657 1.4943 1.3962 0.315
H -4.6593 0.1949 -1.1506 0.345
H -5.0772 -0.5834 1.7750 0.158
H -5.9059 -1.2736 0.3730 0.396
H -6.2233 0.3946 0.8524 0.412
H -3.5303 -1.8853 -0.4065 0.380
H -2.4282 -0.5972 -0.8994 -0.419

[2]
107
Properties=species:S:1:pos:R:3:mulliken_charge:R:1 method="wB97M-V/def2-TZVPD" lumo_energy_ev=1.024 largest_force_ev_per_a=2.1 total_charge=-1 molar_mass_g_mol=3306.2 total_energy_ha=-94396.05776
C 2.9909 1.4843 2.4995 -0.828
C 2.3634 0.3313 2.7402 0.293
C 2.6416 -0.9790 2.1701 0.434
Al 2.3419 -1.0897 0.1459 -1.455
C 4.0594 -0.9614 -0.8999 -1.148
C 4.9827 0.2055 -0.5467 -0.285
C 4.7167 1.4875 -1.2860 -0.326
S 4.5139 1.3700 -3.0739 -0.209
C 1.5657 -2.9454 -0.2427 -0.839
C 0.2665 -2.9598 -1.0221 -1.278
C -0.9266 -2.5055 -0.1981 0.811
C -1.5916 -1.1961 -0.6469 -0.901
C -2.0261 -0.3077 0.5113 -1.024
C -1.1221 0.8571 0.8343 2.597
C -0.8376 1.7400 -0.3560 -1.840
O -0.4215 3.0564 0.0015 -0.249
C 0.8308 3.3591 -0.5900 -0.812
H 4.0471 1.5620 2.3276 0.292
H 2.4395 2.4041 2.5329 0.077
H 1.5214 0.3721 3.4105 0.054
H 3.6411 -1.3600 2.3763 0.603
H 1.9530 -1.6774 2.6246 -0.981
H 1.2180 -0.0210 -0.3095 0.474
H 3.8138 -1.0009 -1.9527 0.542
H 4.6043 -1.8706 -0.6931 0.485
H 6.0145 -0.1019 -0.6516 0.409
H 4.8305 0.4247 0.4979 -0.059
H 3.8802 2.0182 -0.8708 -0.178
H 5.5636 2.1408 -1.1645 0.409
H 3.2387 1.0328 -3.1049 0.065
H 1.4315 -3.5071 0.6757 0.303
H 2.3202 -3.4772 -0.8083 0.553
H 0.0465 -3.9914 -1.2823 0.323
H 0.3306 -2.4232 -1.9599 0.423
H -0.6415 -2.4234 0.8406 -0.459
H -1.6892 -3.2655 -0.2487 0.162
H -0.9164 -0.7131 -1.3325 0.542
H -2.4826 -1.4710 -1.1756 0.315
H -3.0105 0.0956 0.3157 0.487
H -2.0725 -0.9311 1.3934 0.337
H -1.6485 1.4565 1.5566 -0.580
H -0.2048 0.5495 1.3122 -0.965
H -1.7221 1.8217 -0.9719 0.684
H -0.0916 1.2358 -0.9454 0.853
H 0.8416 4.4130 -0.8266 0.354
H 0.9995 2.8156 -1.5049 0.361
H 1.6359 3.1551 0.0970 0.094
C -0.8361 -4.4059 3.4431 -0.422
Br 0.1335 -2.7625 3.6180 0.134
Br -0.9277 -5.3856 5.1011 -0.037
Br -2.5831 -4.1236 2.6960 -0.020
H -0.2841 -5.0186 2.7464 0.437
C -4.2252 4.5172 1.3793 -0.315
Br -3.8072 6.4045 1.4464 -0.044
Br -5.9789 4.2316 0.6072 -0.104
Br -2.8095 3.5103 0.5555 0.501
H -4.2702 4.1818 2.4037 0.177
C -0.4482 -9.6262 6.7235 -0.334
Br -0.4894 -8.0046 7.7533 -0.049
Br -1.4983 -9.4780 5.1236 -0.015
Br 1.3576 -10.1640 6.3357 0.091
H -0.8958 -10.3985 7.3291 0.329
C -5.4414 2.3868 -4.1771 -0.323
Br -5.5636 4.1981 -3.5721 -0.043
Br -3.6560 1.9928 -4.7468 -0.012
Br -6.0907 1.1422 -2.8634 -0.037
H -6.0760 2.2981 -5.0445 0.357
C -1.4732 4.9173 -6.0980 0.472
Br -2.8170 4.7000 -7.4532 -0.003
Br -2.2377 5.5072 -4.4446 0.022
Br -0.4303 3.3209 -5.8686 0.140
H -0.8045 5.6902 -6.4442 -0.529
C -2.0350 2.9960 4.4920 -0.339
Br -3.5857 2.0240 3.8942 -0.099
Br -0.4217 2.0540 4.0825 0.077
Br -2.0110 4.7878 3.7918 -0.035
H -2.1055 3.0755 5.5652 0.436
C 0.8070 7.9273 -8.7915 -0.334
Br -0.0421 9.5827 -9.2723 -0.028
Br 1.0184 7.7688 -6.8883 -0.054
Br -0.1110 6.4150 -9.5342 0.026
H 1.7973 7.9423 -9.2187 0.346
C 1.7336 1.7947 -8.9649 -0.366
Br 2.7985 3.0543 -7.9808 -0.008
Br 1.0507 0.4002 -7.8404 -0.006
Br 0.3259 2.6735 -9.9356 -0.014
H 2.3798 1.3322 -9.6937 0.355
C -4.3946 -6.7341 -0.4141 -0.324
Br -4.6858 -4.8478 -0.6007 -0.019
Br -2.6880 -7.2517 -1.1236 -0.010
Br -4.6086 -7.3113 1.4067 -0.014
H -5.1511 -7.2353 -0.9966 0.323
C 4.5359 -2.2162 5.9728 -0.356
Br 6.1615 -1.3655 5.3983 -0.035
Br 3.1241 -0.9405 6.2248 -0.022
Br 4.0107 -3.6125 4.7727 -0.034
H 4.7343 -2.6696 6.9307 0.370
C -6.2479 9.0731 -0.1677 0.138
Br -7.7898 8.2662 0.6328 -0.003
Br -6.1610 8.7198 -2.0518 0.006
Br -6.1534 10.9567 0.2082 -0.037
H -5.3819 8.6113 0.2824 -0.180
C 5.5185 -10.6259 6.5626 -0.346
Br 5.2384 -8.8232 7.1509 0.024
Br 5.5193 -11.8637 8.0318 -0.013
Br 4.2391 -11.1297 5.2210 -0.058
H 6.4948 -10.6690 6.1060 0.344

[3]
85
Properties=species:S:1:pos:R:3:mulliken_charge:R:1 method="wB97M-V/def2-TZVPD" smiles="CCB(O)CO[C@@H](I)CNOC#N.O=C1CCCO1.O=C1CCCO1.O=C1CCCO1.O=C1CCCO1.O=C1CCCO1" lumo_energy_ev=0.300 largest_force_ev_per_a=1.4 relative_energy_kj_mol=0.0 molar_mass_g_mol=728.3 total_energy_ha=-2426.08626
C 2.0353 1.6788 4.5694 -1.396
C 1.4090 2.7412 3.6356 0.152
B 0.6673 3.9305 4.3255 0.802
O 0.5292 3.9828 5.6999 -0.631
C 0.0367 5.1846 3.5164 -0.722
O -1.3857 5.2811 3.5785 -0.397
C -2.1488 4.3277 2.9276 -0.506
I -1.4029 3.4689 1.0940 0.046
C -2.5662 3.1566 3.8403 -0.890
N -3.8419 2.6389 3.3667 0.321
O -4.2441 1.5458 4.2135 -0.426
C -3.7253 0.4636 3.7165 0.665
N -3.1337 -0.3743 3.1882 -0.486
H 3.1094 1.6340 4.4168 0.284
H 1.5929 0.6981 4.3960 0.251
H 1.8822 1.9019 5.6283 0.429
H 0.6989 2.2324 2.9808 -0.081
H 2.1986 3.1448 2.9948 0.324
H 0.4703 4.9016 5.9819 0.285
H 0.4342 5.2945 2.5028 0.332
H 0.4055 6.0757 4.0457 0.284
H -3.0755 4.8238 2.6248 0.643
H -2.5330 3.4225 4.9018 0.371
H -1.8278 2.3581 3.6987 0.265
H -4.5530 3.3596 3.4753 0.188
O 3.6847 1.3222 2.0154 -0.546
C 2.9939 0.7346 1.2336 0.395
O 1.6808 0.4770 1.4655 -0.261
C 1.1398 -0.3332 0.4108 -0.491
C 2.0613 -0.1035 -0.7781 -0.397
C 3.4071 0.1359 -0.0959 -0.107
H 1.1392 -1.3748 0.7410 0.239
H 0.1136 -0.0252 0.2201 0.309
H 2.0634 -0.9324 -1.4848 0.280
H 1.7540 0.7960 -1.3156 0.250
H 3.9402 -0.7902 0.0878 -0.062
H 4.0402 0.8228 -0.6474 0.339
O -5.4648 4.7005 1.6673 -0.585
C -5.7524 3.9419 0.7803 0.546
O -6.7338 4.1991 -0.1124 -0.404
C -6.9173 3.0612 -0.9818 -0.516
C -5.6038 2.2967 -0.9159 -0.158
C -5.1399 2.5899 0.5023 0.603
H -7.7592 2.4766 -0.6039 0.273
H -7.1563 3.4117 -1.9829 0.337
H -5.7028 1.2364 -1.1380 -0.094
H -4.8933 2.7211 -1.6270 0.292
H -5.5382 1.8716 1.2206 0.148
H -4.0594 2.6458 0.5846 -0.551
O 5.9665 -1.2832 -0.7718 -0.562
C 6.0910 -2.4381 -1.0604 0.540
O 5.0800 -3.1603 -1.6048 -0.447
C 5.4842 -4.5422 -1.7446 -0.261
C 7.0034 -4.5117 -1.7613 -0.544
C 7.3082 -3.3158 -0.8615 -0.426
H 5.0872 -5.1034 -0.8960 0.271
H 5.0702 -4.9476 -2.6647 0.258
H 7.4522 -5.4452 -1.4292 0.378
H 7.3556 -4.3112 -2.7745 0.228
H 7.3645 -3.5961 0.1914 0.252
H 8.2112 -2.7874 -1.1531 0.333
O 5.1064 -5.2191 -5.0877 -0.574
C 4.5191 -4.2422 -5.4576 0.547
O 3.8634 -4.1857 -6.6380 -0.382
C 3.3500 -2.8589 -6.8556 -0.432
C 3.2566 -2.2365 -5.4695 -0.616
C 4.4181 -2.9107 -4.7425 0.092
H 4.0444 -2.3233 -7.5064 0.241
H 2.3863 -2.9307 -7.3539 0.340
H 3.3086 -1.1497 -5.4818 0.358
H 2.3144 -2.5218 -4.9989 0.275
H 5.3552 -2.3677 -4.8778 0.270
H 4.2173 -3.0526 -3.6862 -0.103
O -4.8424 -0.9370 -2.7436 -0.601
C -4.9028 -1.6915 -1.8160 0.496
O -4.2783 -1.4631 -0.6352 -0.246
C -4.4593 -2.5881 0.2509 -0.308
C -5.7041 -3.2964 -0.2652 -0.555
C -5.6336 -3.0180 -1.7638 -0.439
H -3.5697 -3.2187 0.1970 0.260
H -4.5710 -2.2256 1.2694 0.241
H -5.7302 -4.3540 -0.0098 0.351
H -6.5959 -2.8271 0.1535 0.272
H -5.0398 -3.7628 -2.2957 0.268
H -6.6152 -2.9314 -2.2206 0.278